1.
Here is C10H10BrClLuO4 as an isolated structure in a non-equilibrium geometry from the OMol25 dataset. Energies are from ωB97M-V/def2-TZVPD.

Its multiplicity is 1. The energy above the lowest of the compared OMol25 structures with the same formula, charge and spin is 0.000 eV. The net charge is -1. The largest force on an atom comes out at 0.0571 hartree/bohr. The gap between HOMO and LUMO is 4.1 eV. The LUMO energy is 1.6 eV.

CARTESIAN COORDINATES (ANGSTROEM)
C -1.88750 -0.82204 0.38122
C -1.81750 -1.32248 1.70894
C -1.89270 -0.22951 2.62174
H -1.87334 -2.37065 2.02412
C -2.12054 0.96549 1.85291
C -2.07980 0.60449 0.46792
H -2.25981 1.27278 -0.37895
H -1.90799 -1.41780 -0.52997
H -2.03862 -0.33888 3.67524
H -2.45111 1.91546 2.27044
Lu 0.15803 0.15234 1.30366
Br 1.70185 -1.10931 -0.25460
C 2.66290 0.68013 -3.27496
C 1.58401 1.48080 -3.76331
C 0.58950 0.59998 -4.30050
H 1.53528 2.56992 -3.74868
C 1.05960 -0.74298 -4.14690
C 2.33995 -0.69387 -3.51111
H 2.96099 -1.55086 -3.25632
H 3.58211 1.04572 -2.82021
H -0.35262 0.89976 -4.76213
H 0.54873 -1.64615 -4.47837
O -0.59064 1.08560 4.75284
Cl 0.37443 0.01371 4.66437
O 1.51727 0.19265 5.48607
O -0.25509 -1.27129 4.84157
O 0.91261 0.03696 3.17493

Mulliken population analysis, charges in e, atoms 1 to 4: C -0.616; C -0.274; C -0.915; H 0.410



2.
Here is C10H10BrClPm as an isolated structure in a non-equilibrium geometry from the OMol25 dataset. Energies are from ωB97M-V/def2-TZVPD.

Its multiplicity is 5. The energy above the lowest of the compared OMol25 structures with the same formula, charge and spin is 0.000 eV. The net charge is -1. The largest force on an atom comes out at 0.0312 hartree/bohr. The gap between HOMO and LUMO (spin up / spin down) is 4.8 / 4.9 eV. The LUMO energy (spin up / spin down) is 2.0 / 2.1 eV.

CARTESIAN COORDINATES (ANGSTROEM)
C -2.11475 -0.75616 1.22258
C -2.00638 -1.28875 2.53024
C -1.77205 -0.19807 3.42470
H -2.21560 -2.33995 2.77097
C -1.77574 1.01044 2.65082
C -2.06269 0.67825 1.28387
H -2.04154 1.33276 0.40681
H -2.31817 -1.40440 0.37602
H -1.82448 -0.26153 4.52061
H -1.68089 1.99519 3.08966
Pm 0.41324 -0.09611 1.75638
Br 1.28230 -2.17773 0.25913
C 2.60910 0.80328 -2.24984
C 1.49612 1.60020 -2.68203
C 0.50085 0.71958 -3.20925
H 1.44601 2.69619 -2.66510
C 0.99445 -0.62143 -3.10902
C 2.32301 -0.56347 -2.56996
H 3.00319 -1.40081 -2.44338
H 3.54764 1.16265 -1.83113
H -0.45498 1.01644 -3.66648
H 0.48506 -1.52528 -3.43758
Cl 2.16630 -0.38129 3.57200

Mulliken population analysis, charges in e, atoms 1 to 4: C -0.636; C -0.146; C -0.330; H 0.365



3.
Here is a 2-piece molecular cluster, C10H10BrNO2S overall in a non-equilibrium geometry from the OMol25 dataset. Energies are from ωB97M-V/def2-TZVPD.

Its multiplicity is 1. The energy above the lowest of the compared OMol25 structures with the same formula, charge and spin is 1.463 eV. The largest force on an atom comes out at 0.0877 hartree/bohr. The gap between HOMO and LUMO (spin up / spin down) is 7.2 / 7.2 eV. The LUMO energy (spin up / spin down) is -1.4 / -1.3 eV.

CARTESIAN COORDINATES (ANGSTROEM)
C 2.49366 0.50489 -1.62781
C -1.37621 0.11014 -0.64980
C -1.65574 0.79437 0.61076
C -0.35955 -0.77423 -0.73156
C 0.16677 -0.20391 1.63630
C -0.88446 0.61944 1.71827
C 0.43037 -0.84408 0.46211
C -1.11714 1.47639 2.94413
C 4.53915 -0.93753 -1.51125
C 3.52133 -0.02920 -0.87278
N 1.72365 0.84637 -2.41810
O 2.15048 -2.78399 -0.61874
O 2.48677 -1.92027 1.67739
S 1.96382 -1.73349 0.31482
Br 3.88521 0.83285 0.75786
H -2.16897 0.39994 -1.44872
H -2.49729 1.51575 0.41801
H 0.04531 -1.42000 -1.54286
H 1.00839 -0.18634 2.42917
H -1.85244 1.10068 3.66445
H -0.13932 1.69627 3.34560
H -1.66345 2.41720 2.66074
H 5.41117 -0.39638 -1.83295
H 4.66236 -1.81935 -0.74930
H 4.18531 -1.32529 -2.47124

Mulliken population analysis, charges in e, atoms 1 to 4: C 0.382; C -0.356; C -0.398; C -0.927



4.
Here is C10H10CeN4O3Se5 as an isolated structure in a non-equilibrium geometry from the OMol25 dataset. Energies are from ωB97M-V/def2-TZVPD.

Its multiplicity is 2. The energy above the lowest of the compared OMol25 structures with the same formula, charge and spin is 1.343 eV. The net charge is -1. The largest force on an atom comes out at 0.0851 hartree/bohr. The gap between HOMO and LUMO (spin up / spin down) is 3.9 / 3.9 eV. The LUMO energy (spin up / spin down) is 0.1 / 0.1 eV.

CARTESIAN COORDINATES (ANGSTROEM)
Ce -0.91345 1.47671 -0.44299
N -1.26506 -0.88518 -1.64242
C -1.88233 -1.90826 -0.83419
C -2.65501 -1.33789 0.38065
O -3.25723 -2.11578 1.13992
N -2.57297 0.02133 0.34906
C -3.29950 0.72826 1.36097
C -2.30604 1.51093 2.21765
O -1.37625 2.20180 1.60639
O -2.51563 1.48230 3.39225
H -0.49409 -1.34178 -2.19324
H -1.98898 -0.52185 -2.25848
H -2.60433 -2.58429 -1.36568
H -1.15703 -2.63889 -0.40660
H -3.93408 1.48016 0.94033
H -3.80737 -0.01833 1.90261
Se -0.34284 2.14734 -3.20692
Se -3.05543 2.61000 -2.64532
Se -2.52976 4.07311 -1.06857
Se 0.12938 4.02019 -1.90883
Se 0.76816 0.09639 2.65469
N 0.93822 0.25523 0.71852
C 2.05010 -0.32471 0.30023
C 2.56567 -0.55509 -1.02012
C 3.90983 -0.90360 -1.15035
C 4.81757 -1.02250 -0.10218
C 4.34816 -0.94852 1.28212
C 2.96278 -0.71371 1.49386
N 2.37931 -0.62612 2.72994
H 1.97336 -0.32550 -1.93178
H 4.34309 -0.90837 -2.08930
H 5.85882 -1.26812 -0.36880
H 4.91293 -1.15526 2.16659

Mulliken population analysis, charges in e, atoms 1 to 4: Ce 1.131; N -0.229; C -0.503; C 0.449



5.
Here is C10H10Cl2CrO4 as an isolated structure in a non-equilibrium geometry from the OMol25 dataset. Energies are from ωB97M-V/def2-TZVPD.

Its multiplicity is 4. The energy above the lowest of the compared OMol25 structures with the same formula, charge and spin is 0.000 eV. The net charge is -1. The largest force on an atom comes out at 0.0622 hartree/bohr. The gap between HOMO and LUMO (spin up / spin down) is 6.7 / 7.5 eV. The LUMO energy (spin up / spin down) is 2.2 / 2.4 eV.

CARTESIAN COORDINATES (ANGSTROEM)
C -2.27134 -1.03060 -0.23570
C -2.12352 -1.16085 -1.65552
C -1.66450 0.10096 -2.17071
H -2.33975 -2.05093 -2.24063
C -1.54224 1.00639 -1.06092
C -1.88869 0.29871 0.13539
H -1.85740 0.68814 1.14757
H -2.62407 -1.78584 0.45531
H -1.46832 0.32965 -3.22026
H -1.27080 2.06006 -1.10280
Cr -0.20873 -0.67254 -0.81773
Cl 0.27477 -2.83823 -0.07295
C 2.23906 0.03738 0.33642
C 1.66805 1.23149 -0.19020
C 1.36470 1.00682 -1.57737
H 1.56829 2.16699 0.34190
C 1.80612 -0.33182 -1.92616
C 2.35147 -0.92022 -0.71687
H 2.83830 -1.88438 -0.65663
H 2.57444 -0.09357 1.35765
H 0.98297 1.74761 -2.27681
H 1.77447 -0.78696 -2.91344
O -1.13179 -0.39354 3.89907
Cl -0.03585 0.56968 3.83140
O -0.10857 1.49665 4.94846
O 1.25512 -0.11864 3.82550
O -0.16219 1.32758 2.55601

Mulliken population analysis, charges in e, atoms 1 to 4: C -0.385; C -0.372; C -0.422; H 0.374



6.
Here is a 2-piece molecular cluster, C10H10ClNO overall in a non-equilibrium geometry from the OMol25 dataset. Energies are from ωB97M-V/def2-TZVPD.

Its multiplicity is 1. The energy above the lowest of the compared OMol25 structures with the same formula, charge and spin is 4.352 eV. The largest force on an atom comes out at 0.0738 hartree/bohr. The gap between HOMO and LUMO is 8.1 eV. The LUMO energy is 0.0 eV.

CARTESIAN COORDINATES (ANGSTROEM)
C -2.28796 0.78818 -1.51056
C -2.02896 -0.54598 -1.16033
C -1.58861 1.80081 -0.74228
C -1.08670 -0.89011 -0.20953
C -0.67889 1.41474 0.27858
C -0.28512 0.09219 0.47366
C 3.05210 0.02203 -1.61171
C 0.73298 0.29803 2.68624
C 0.58120 -0.46147 1.59184
C 3.48733 0.41637 -0.40143
N 3.04775 -0.20581 -2.79133
O 2.89573 1.25822 0.41988
Cl 5.00354 -0.27764 0.35610
H -2.83354 0.99469 -2.38340
H -2.57736 -1.36947 -1.70882
H -1.63596 2.80664 -0.96818
H -1.00529 -1.97374 -0.03492
H -0.04960 2.13703 0.89085
H 0.27451 1.19287 3.01987
H 1.49999 0.04091 3.37460
H 0.65201 -1.51384 1.72704
H 2.88797 -1.04307 -3.21905
H 2.14150 0.77733 0.81225

Mulliken population analysis, charges in e, atoms 1 to 4: C -0.576; C -0.299; C -0.595; C -0.649



7.
Here is one molecule with the formula C10H10ClOP in a non-equilibrium geometry from the OMol25 dataset. Energies are from ωB97M-V/def2-TZVPD.

Its multiplicity is 1. The energy above the lowest of the compared OMol25 structures with the same formula, charge and spin is 0.722 eV. The largest force on an atom comes out at 0.0713 hartree/bohr. The gap between HOMO and LUMO is 9.3 eV. The LUMO energy is 0.5 eV.

CARTESIAN COORDINATES (ANGSTROEM)
C 2.25998 -1.82950 0.38242
C 3.35136 -0.86207 0.17958
C -1.92254 0.33432 1.32084
C 1.22480 -1.27423 -0.27314
C 2.95940 0.15643 -0.52691
C -3.16500 0.09433 0.86283
C -1.87645 0.71542 -0.97439
C -1.16122 0.75334 0.15663
C -3.24490 0.20639 -0.59297
C 1.55001 0.02537 -0.90062
O 1.13840 0.94686 1.77224
P 0.62433 1.13813 0.42026
Cl 0.95780 2.94504 -0.34957
H 2.24181 -2.77980 0.84342
H 4.31549 -0.98875 0.65764
H -1.57812 0.36709 2.33201
H 0.18554 -1.66331 -0.40421
H 3.60432 0.93933 -0.82856
H -3.86879 -0.37848 1.54646
H -1.56435 0.83178 -1.94604
H -2.98391 -0.80173 -1.03919
H -4.15324 0.71323 -0.85376
H 1.10530 0.41085 -1.78497

Mulliken population analysis, charges in e, atoms 1 to 4: C -0.778; C -0.270; C -0.685; C -0.423



8.
Here is a 2-piece molecular cluster, C10H10N2 overall in a non-equilibrium geometry from the OMol25 dataset. Energies are from ωB97M-V/def2-TZVPD.

Its multiplicity is 1. The energy above the lowest of the compared OMol25 structures with the same formula, charge and spin is 4.933 eV. The largest force on an atom comes out at 0.1551 hartree/bohr. The gap between HOMO and LUMO is 8.6 eV. The LUMO energy is 0.2 eV.

CARTESIAN COORDINATES (ANGSTROEM)
C -2.71110 -0.43098 0.52393
C -2.88215 0.82604 0.06322
C -1.72530 1.40234 -0.55748
C -0.76815 0.52193 -0.94595
C -0.85675 -0.71727 -0.64169
C 2.55682 0.00181 -0.87932
C 2.50214 1.05546 0.02673
C 1.89797 0.85207 1.27668
C 1.00504 -0.19091 1.39510
C 0.96962 -1.19375 0.31152
H -3.56631 -0.94507 0.94851
H -3.78616 1.49722 0.41652
H -1.75802 2.34635 -1.10938
H -0.07249 0.97261 -1.65353
H -0.11406 -1.55459 -1.14034
H 3.23760 0.09699 -1.81354
H 3.36774 1.76928 0.07322
H 1.77592 1.61614 2.07000
H 0.32105 -0.31655 2.29172
H 0.43439 -2.19616 0.39780
N -1.75470 -1.20765 0.18896
N 1.78778 -1.08473 -0.74859

Mulliken population analysis, charges in e, atoms 1 to 4: C -0.280; C -0.330; C -0.543; C -0.209



9.
Here is a 2-piece molecular cluster, C10H10N2 overall in a non-equilibrium geometry from the OMol25 dataset. Energies are from ωB97M-V/def2-TZVPD.

Its multiplicity is 1. The energy above the lowest of the compared OMol25 structures with the same formula, charge and spin is 4.275 eV. The largest force on an atom comes out at 0.1125 hartree/bohr. The gap between HOMO and LUMO is 10.1 eV. The LUMO energy is 0.5 eV.

CARTESIAN COORDINATES (ANGSTROEM)
C 1.95976 -1.28322 -0.77565
C 1.50463 -0.22683 -1.51638
C 1.70147 1.08178 -0.88018
C 2.45252 1.15726 0.21005
C 2.89657 -0.02716 0.91192
C -2.46754 0.88317 -0.64892
C -2.06508 1.21154 0.62347
C -1.60994 0.08649 1.33064
C -1.59535 -1.17472 0.85316
C -2.26159 -1.39487 -0.25599
H 1.95875 -2.22601 -1.32704
H 0.77643 -0.20665 -2.46147
H 1.55196 2.20199 -1.28376
H 2.51265 2.12991 0.59203
H 3.14017 0.10371 2.02502
H -2.86207 1.67405 -1.35866
H -2.31987 2.03964 1.10220
H -1.22303 0.25158 2.30296
H -1.37724 -1.98860 1.49274
H -2.56341 -2.53219 -0.34943
N 2.51611 -1.34076 0.52619
N -2.62591 -0.42009 -1.11290

Mulliken population analysis, charges in e, atoms 1 to 4: C -0.123; C -0.351; C 0.089; C -0.300



10.
Here is one molecule with the formula C10H10N2 in a non-equilibrium geometry from the OMol25 dataset. Energies are from ωB97M-V/def2-TZVPD.

Its multiplicity is 1. The energy above the lowest of the compared OMol25 structures with the same formula, charge and spin is 5.010 eV. The largest force on an atom comes out at 0.1677 hartree/bohr. The gap between HOMO and LUMO is 8.8 eV. The LUMO energy is 0.7 eV.

CARTESIAN COORDINATES (ANGSTROEM)
C -0.69411 -1.45467 -1.94647
C -2.81485 -0.31703 -1.26457
C -3.17157 0.60383 -0.27366
C -1.02528 0.22654 -0.01216
C 0.36005 0.36960 0.44974
C 1.44077 0.37333 -0.32752
C 2.71841 0.47684 0.20447
C 2.90462 0.49099 1.54466
C 1.75774 0.46744 2.29683
C 0.54952 0.39895 1.80472
H 0.18927 -1.81249 -1.11318
H -0.30428 -0.78779 -2.53625
H -1.40825 -2.18509 -2.15148
H -3.25494 -0.70801 -2.03735
H -4.31953 1.00725 0.09620
H 1.43819 0.30744 -1.53792
H 3.41797 0.55407 -0.54102
H 4.16761 0.66758 1.77497
H 1.94064 0.39401 3.58865
H -0.28533 0.59284 2.58126
N -1.46666 -0.52224 -1.07362
N -2.13997 0.85660 0.47369

Mulliken population analysis, charges in e, atoms 1 to 4: C -1.085; C -0.406; C -0.272; C -0.083



| no. | E_tot (eV) |
| --- | --- |
| 1 | -134902.1979 |
| 2 | -109654.7185 |
| 3 | -96990.8696 |
| 4 | -362299.9352 |
| 5 | -72182.8276 |
| 6 | -26587.8177 |
| 7 | -34389.6734 |
| 8 | -13508.1621 |
| 9 | -13508.8199 |
| 10 | -13508.0853 |